Entry 1:
ORCA calculation (the ωB97M-V functional and the def2-TZVPD basis) on a cluster of 13 separate species, H27O13 in total at a distorted geometry.

The relative energy (zero: lowest compared OMol25 entry of this formula, charge and spin) is 15.21 kJ/mol. For the LUMO energy, the calculation gives -2.597 eV. The net charge is +1. The orbital gap is 0.4088 Eh.

Cartesian coordinates (Å):
O -3.69950 -1.59091 -0.76729
H -2.91489 -1.25997 -1.22202
H -3.72420 -2.53960 -0.93943
O 3.88483 1.00738 0.70408
H 3.16226 1.71532 0.24418
H 3.41469 0.12335 0.92818
O -1.19032 1.36693 -3.05493
H -0.15064 -0.14569 -2.88298
O -1.19876 -1.20291 2.63454
H -1.74744 -1.97220 2.85074
H -1.84022 -0.83195 1.98925
O 1.50956 -1.74904 2.70936
H 0.59619 -1.42355 2.74688
H 2.02404 -1.56292 3.49567
O -0.00844 2.85879 -1.08649
H -0.69109 2.57980 -0.45393
H -0.01965 2.39289 -1.93062
O 0.58492 -3.40197 -0.60933
H 0.70908 -4.03636 0.09778
H 0.60765 -3.75345 -1.49912
O 0.52466 -0.79527 -2.60791
H 0.98589 -0.94873 -3.44198
H 2.40967 -1.65604 -0.49225
O -3.44065 -0.16048 1.39657
H -4.26465 -0.05566 1.88614
H -3.66820 -0.77699 0.63823
O 1.28181 0.81299 1.05601
H 0.67128 0.87018 1.80317
H 0.70809 0.45114 0.36325
O 2.49618 2.72768 -0.39700
H 2.74519 3.54278 0.04859
H 1.51049 2.58405 -0.41095
O -2.22276 1.89633 0.20004
H -2.79982 1.18292 0.56712
H -2.38157 2.67179 0.75566
O 2.83251 -1.23436 0.26688
H 2.22870 -1.28967 1.03577
H 4.60970 0.71109 0.13642
H -1.42985 1.36230 -3.99837
H -2.10472 1.53001 -2.75992

Entry 2:
ORCA calculation (the ωB97M-V functional and the def2-TZVPD basis) on a cluster of 14 separate species, H27O17S in total at a distorted geometry.

The relative energy (zero: lowest compared OMol25 entry of this formula, charge and spin) is 296.33 kJ/mol. For the LUMO energy, the calculation gives -0.066 eV. The net charge is -1. The orbital gap is 0.2413 Eh.

Cartesian coordinates (Å):
O -3.53090 -1.01018 -0.08878
H -3.81552 -0.83073 -1.14127
H -2.71556 -0.40705 0.09571
H -4.18183 -0.90265 0.66888
S 0.06961 -0.22359 0.22744
O -0.09144 -1.62998 0.62515
O 1.13321 0.40910 0.96980
O 0.38540 -0.13366 -1.22908
O -1.14650 0.40333 0.36782
O 2.47870 0.03253 -2.70874
H 1.62550 -0.11748 -2.14655
H 2.27256 0.24258 -3.55876
O -0.63090 -1.40153 -3.35349
H -1.02133 -2.19058 -2.90425
H -0.44952 -0.86642 -2.65663
O 2.55074 2.81746 0.77952
H 1.92611 2.15416 0.98645
H 2.03877 3.29721 1.33019
O -0.60782 -3.88353 -0.27044
H -0.44675 -2.99012 0.00784
H -1.29595 -3.75911 -0.90265
O -1.98763 -2.12032 2.39117
H -1.32643 -2.13816 1.79984
H -1.86735 -1.24876 2.85398
O -2.66966 1.18915 2.42584
H -1.99179 0.94672 1.68934
H -2.27069 0.92125 3.18373
O 3.42658 -0.44318 -0.03534
H 3.45185 -0.55520 -1.09053
H 2.45456 -0.46966 0.52144
O -1.40155 2.98750 -0.23286
H -1.22439 2.72975 -1.10818
H -1.50918 2.08139 -0.02867
O 1.96365 2.72745 -1.79440
H 2.21492 2.98441 -0.87937
H 1.72337 1.84152 -1.80375
O 1.09646 1.23111 3.39494
H 1.24089 0.67074 2.47047
H 2.02014 0.95376 3.58259
O -0.93771 1.90932 -2.65524
H -0.71680 1.04779 -2.13109
H -1.84358 1.71359 -2.72321
O 1.93882 -3.03364 1.80047
H 1.18611 -2.61401 1.64272
H 2.48285 -2.32226 1.62797

Entry 3:
ORCA calculation (the ωB97M-V functional and the def2-TZVPD basis) on a cluster of 13 separate species, H28N2O14S in total at a distorted geometry.

The relative energy (zero: lowest compared OMol25 entry of this formula, charge and spin) is 123.54 kJ/mol. For the LUMO energy, the calculation gives -2.085 eV. The orbital gap is 0.2834 Eh.

Cartesian coordinates (Å):
N -2.24459 1.68108 2.22971
H -2.38519 1.22018 3.12653
H -3.08203 1.72130 1.64601
H -1.43580 1.27287 1.68685
H -2.00745 2.65876 2.39916
N 0.37548 3.43803 -0.03705
H 1.35396 3.51683 -0.32196
H 0.21884 4.04059 0.76659
H 0.25417 2.43835 0.25789
H -0.32983 3.56568 -0.76164
S 0.24090 -0.01967 -0.26713
O -0.11406 0.87368 0.86936
O 1.17335 0.75343 -1.12313
O 0.98741 -1.15417 0.28117
O -0.93593 -0.49548 -1.01314
O 2.36156 -2.84173 -1.35302
H 2.28774 -2.22611 -2.09155
H 1.79637 -2.45857 -0.65559
O 2.39601 -1.65821 2.45842
H 3.28719 -1.29660 2.42563
H 1.96896 -1.33531 1.63344
O 0.49322 -1.08580 -3.44784
H 0.06391 -0.49518 -4.07167
H 0.18185 -0.78438 -2.57348
O -3.22912 1.12062 -0.95962
H -2.39361 0.64235 -1.13768
H -3.70103 0.55529 -0.34142
O 1.37074 1.38780 2.92896
H 0.84856 1.09270 3.68076
H 0.84009 1.15451 2.13314
O 3.45939 0.83936 0.84842
H 2.76267 0.95595 1.51109
H 2.99418 0.67386 0.01358
O -4.05261 -2.73873 -0.64808
H -3.11451 -2.70089 -0.90590
H -4.25356 -1.86086 -0.31785
O -0.67353 -2.61004 1.94105
H -0.24634 -3.37452 2.33734
H -0.00307 -2.24013 1.33530
O -1.22157 -3.10871 -1.33247
H -1.20251 -2.15575 -1.06975
H -0.48125 -3.19954 -1.94366
O 1.96177 1.76262 -3.45846
H 1.67660 1.39601 -2.58967
H 1.75266 1.07853 -4.08865

Entry 4:
ORCA calculation (the ωB97M-V functional and the def2-TZVPD basis) on a structure of composition H28NeO14.

The relative energy (zero: lowest compared OMol25 entry of this formula, charge and spin) is 77.56 kJ/mol. For the LUMO energy, the calculation gives -0.883 eV. The orbital gap is 0.3311 Eh.

Cartesian coordinates (Å):
Ne 0.15387 -0.03304 0.09771
O -2.48314 1.67147 0.27545
H -3.23426 2.26177 0.33546
H -2.05698 1.90832 -0.54828
O -1.24590 2.17076 -2.60020
H -2.11507 1.92542 -2.91738
H -1.30404 3.11367 -2.44599
O -4.13937 -0.38123 -0.68921
H -3.73743 0.31008 -0.16312
H -5.07287 -0.16957 -0.69079
O 3.11390 0.80670 -0.98119
H 3.93144 1.02501 -1.42863
H 3.30918 0.92768 -0.05197
O -2.07118 -2.62903 -0.37629
H -1.29468 -2.44343 -0.90434
H -2.68099 -1.92277 -0.58975
O 0.50000 2.99260 1.26728
H 0.05349 3.40056 0.52536
H -0.18167 2.48572 1.70844
O 2.54870 -3.72615 0.92879
H 3.00719 -3.30950 0.19912
H 2.21164 -2.99641 1.44850
O 1.64187 -1.46880 2.46684
H 0.95849 -1.74696 3.07664
H 1.26367 -0.71829 2.00866
O -1.73723 2.39163 2.89316
H -2.14619 1.90343 2.17856
H -1.98596 3.30228 2.73483
O 0.19018 -2.48701 -1.88253
H 0.11925 -1.67508 -2.38448
H 1.11965 -2.55343 -1.66363
O 3.38329 -2.26531 -1.43363
H 3.31086 -2.43568 -2.37276
H 3.22709 -1.32486 -1.34759
O 0.94744 0.42860 -3.08404
H 1.71232 0.64228 -2.54971
H 0.43556 1.23718 -3.10458
O 2.64546 1.32383 1.80302
H 2.31106 1.13100 2.67893
H 1.92675 1.78181 1.36720
O -2.49882 -1.40847 2.14856
H -1.82714 -1.69850 2.76578
H -2.20944 -1.74827 1.30179